# 1
13
Properties=species:S:1:pos:R:3:forces:R:3 method="wB97M-V/def2-TZVPD" charge=-1 spin_multiplicity=1 e_homo_ev=-3.74 relative_energy_kcal_mol=32.4
C -0.3446 1.8748 -0.0152 1.2 0.1 -0.7
C 1.2736 0.2048 -0.4664 -0.6 -3.3 2.6
C -1.3602 -0.7196 0.1931 0.5 3.6 -0.3
N -0.1260 0.5493 -0.2971 -0.7 -1.2 0.0
O -1.5627 2.3187 -0.0926 -2.6 0.0 -0.1
O 0.5582 2.7018 0.1695 0.1 -0.9 0.1
S -3.0220 -0.1844 -0.1641 0.2 -0.7 -0.1
H 1.9743 0.2298 0.4601 -1.3 0.0 -1.0
H 1.3058 -0.8565 -0.8698 0.1 1.2 0.4
H 1.6996 0.8485 -1.1270 1.3 1.8 -2.1
H -1.1583 -1.7070 -0.1794 0.8 0.0 -0.4
H -1.0231 -0.4812 1.1751 -0.4 -1.0 1.1
H -2.2931 1.5946 -0.3106 1.3 0.5 0.6



# 2
56
Properties=species:S:1:pos:R:3:forces:R:3 method="wB97M-V/def2-TZVPD" spin_multiplicity=1 e_homo_ev=-8.16
C -4.2301 1.6749 -1.5068 0.3 -0.7 0.0
C -2.9204 1.2022 -2.4188 -1.0 0.0 1.0
C -2.9152 -0.4436 -2.4957 -0.7 0.2 0.4
C -2.0592 -1.1485 -1.2437 0.0 -0.1 -1.8
C -0.4746 -1.1243 -1.6600 0.3 -0.6 -0.3
C 0.5524 -1.7419 -0.5428 0.1 -1.0 -0.3
C 0.0762 -1.5710 1.0161 1.0 0.0 -0.2
B 0.0251 -0.0199 1.5646 -0.6 -2.6 -0.5
P 0.7629 1.5222 0.7004 0.0 1.5 0.6
S 1.5854 2.6532 2.1078 0.2 -0.3 -0.2
H -5.1906 1.5253 -2.1733 1.8 0.6 1.5
H -4.1073 2.7839 -1.1092 -0.4 -2.3 -1.0
H -4.3391 0.9383 -0.5781 0.3 1.7 -1.9
H -3.0631 1.7220 -3.4705 0.7 -1.2 2.1
H -1.9743 1.5702 -1.8297 -1.6 -0.6 -1.5
H -4.0531 -0.7757 -2.3708 2.4 0.6 -0.4
H -2.5332 -0.8254 -3.5525 -0.7 0.7 2.4
H -2.3163 -0.6483 -0.2179 0.5 -0.8 -2.0
H -2.4100 -2.2748 -1.2348 0.8 2.2 0.3
H -0.3748 -1.8229 -2.6231 -0.2 1.6 2.0
H -0.0843 -0.0653 -2.0073 -1.0 -1.9 0.8
H 1.6378 -1.3005 -0.7420 -2.3 -0.8 0.6
H 0.6476 -2.9107 -0.7540 -0.2 2.5 0.5
H -0.9334 -2.1225 1.2526 1.9 1.1 -0.5
H 0.9025 -2.1248 1.6763 -1.7 1.1 -1.2
H -0.5539 0.1619 2.5978 0.2 0.3 -0.3
H -0.3829 2.3016 0.2162 0.8 -1.0 -0.4
H 1.6871 1.2317 -0.3692 -1.0 0.0 0.2
C 0.9448 -2.6440 7.5464 -0.1 0.0 -0.1
C 0.2983 -1.5243 7.0205 0.0 -0.4 -0.2
C -0.4917 -1.6458 5.8757 0.0 -0.1 0.0
C -0.6318 -2.9000 5.2656 0.6 0.1 0.8
C 0.0223 -4.0241 5.7870 0.0 0.0 0.0
C 0.8120 -3.8897 6.9306 -0.2 0.3 -0.2
N -1.4814 -3.0391 4.0768 -0.8 -0.2 -1.0
O -2.0280 -2.0176 3.6348 0.8 -1.5 0.6
O -1.6069 -4.1702 3.5858 0.2 1.7 0.6
H 1.5552 -2.5454 8.4424 -0.1 0.0 -0.2
H 0.4079 -0.5566 7.5052 -0.1 -0.2 -0.2
H -0.9890 -0.7637 5.4783 0.0 -0.3 -0.1
H -0.0737 -5.0025 5.3207 -0.1 0.3 0.0
H 1.3214 -4.7570 7.3448 -0.1 0.2 -0.1
C 2.5183 4.7224 -5.0463 0.0 -0.1 0.0
C 2.2564 4.4007 -3.7135 0.1 -0.3 -0.2
C 2.4440 3.0939 -3.2592 0.0 0.0 -0.1
C 2.9006 2.1136 -4.1510 -0.1 1.0 -0.3
C 3.1568 2.4321 -5.4913 0.0 0.0 0.0
C 2.9628 3.7418 -5.9348 -0.1 -0.1 0.4
N 3.1241 0.7438 -3.6734 0.3 -1.3 0.2
O 2.8677 0.4974 -2.4854 0.3 0.3 -1.6
O 3.5600 -0.0864 -4.4838 -0.7 1.2 1.3
H 2.3759 5.7440 -5.3945 0.0 -0.2 0.1
H 1.9088 5.1701 -3.0275 0.1 -0.2 -0.1
H 2.2356 2.8593 -2.2176 0.1 -0.1 -0.3
H 3.5068 1.6801 -6.1954 -0.1 0.0 0.4
H 3.1619 3.9997 -6.9726 0.0 -0.1 0.2



# 3
54
Properties=species:S:1:pos:R:3:forces:R:3 method="wB97M-V/def2-TZVPD" spin_multiplicity=3 e_homo_ev="-7.70 / -8.59" relative_energy_kcal_mol=0.0
Pd 0.3224 0.3642 0.2242 0.6 -0.8 -0.6
Cl 2.6239 0.3967 1.2750 -0.2 0.1 -0.1
Cl -1.8826 -0.0120 -0.9424 0.2 0.2 0.2
C -0.0495 4.5991 1.7145 0.1 0.1 0.2
C -0.0601 3.0742 1.6719 0.3 0.4 -0.6
C -1.3931 2.4539 2.0269 0.5 0.0 0.4
O -1.1889 1.0608 2.0297 0.1 -0.2 0.1
C -2.2691 0.3042 2.5227 -0.7 -0.1 0.3
N 0.3049 2.5829 0.3109 -0.6 1.0 -0.4
H 0.9086 4.9849 1.3561 0.0 -0.1 0.0
H -0.1483 4.9549 2.7421 -0.2 0.0 0.0
H -0.8173 5.0697 1.0950 -0.1 -0.2 0.1
H 0.7096 2.7086 2.3539 0.0 -0.2 -0.1
H -2.1526 2.7777 1.3035 -0.2 -0.2 0.1
H -1.6707 2.7495 3.0457 -0.2 0.2 -0.1
H -1.9034 -0.6823 2.7874 0.1 0.0 -0.1
H -3.0800 0.1980 1.7973 0.1 0.1 -0.2
H -2.6784 0.7628 3.4342 0.1 0.1 -0.1
H -0.4099 2.9111 -0.3481 -0.3 -0.4 0.3
H 1.0988 3.1212 -0.0375 0.4 -0.5 0.5
C 1.5930 1.2286 -4.1557 -0.3 0.4 0.1
C 0.8239 0.5056 -3.0467 0.1 0.4 0.3
C 0.6222 -0.9611 -3.3667 0.3 -0.1 -0.4
O -0.1474 -1.1284 -4.5383 -0.2 -0.1 0.1
C -1.5422 -1.0003 -4.3307 -0.2 0.3 0.2
N 1.4824 0.6461 -1.7062 0.7 0.4 -1.4
H 1.9952 2.1859 -3.8036 0.0 -0.1 0.1
H 0.8853 1.4983 -4.9399 0.2 -0.2 -0.2
H 2.4179 0.6518 -4.5726 0.0 -0.1 0.0
H -0.1544 0.9787 -2.9553 0.0 -0.1 0.2
H 0.2139 -1.4739 -2.4921 -0.3 0.0 -0.2
H 1.5832 -1.4129 -3.6397 0.1 0.0 0.3
H -1.8198 -0.0196 -3.9260 0.1 -0.1 0.0
H -1.9127 -1.7398 -3.6145 0.0 -0.1 -0.1
H -2.0364 -1.1101 -5.2932 0.1 -0.2 -0.1
H 2.4208 0.2441 -1.8047 -0.3 -0.6 0.5
H 1.7743 1.6249 -1.6866 -0.4 0.0 0.4
C -0.2854 -4.3060 0.5004 0.1 -0.1 -0.1
C -0.2597 -2.8149 0.8647 -0.3 -1.0 0.0
C 0.1054 -2.6920 2.3292 -0.2 -0.2 0.1
O 0.2372 -1.3409 2.6708 0.2 0.0 0.0
C 0.9918 -1.1175 3.8448 -0.3 0.4 0.1
N 0.6781 -2.0660 0.0133 0.1 0.1 0.5
H -1.1390 -4.8270 0.9382 0.0 0.1 0.1
H 0.6319 -4.8111 0.8175 0.0 0.0 0.0
H -0.3739 -4.4394 -0.5808 0.0 0.1 0.0
H -1.2822 -2.4594 0.7116 0.2 0.5 -0.1
H 1.0185 -3.2769 2.5283 0.2 0.3 0.0
H -0.6790 -3.1717 2.9372 0.0 0.0 -0.1
H 0.4194 -1.3981 4.7395 0.2 -0.3 -0.1
H 1.1733 -0.0474 3.9255 0.1 0.0 -0.2
H 1.9511 -1.6315 3.7752 0.0 -0.1 0.2
H 1.6267 -2.1606 0.3788 -0.1 0.3 0.2
H 0.7224 -2.5379 -0.8847 -0.2 0.3 -0.1



# 4
6
Properties=species:S:1:pos:R:3:forces:R:3 method="wB97M-V/def2-TZVPD" spin_multiplicity=1 e_homo_ev=-9.23 relative_energy_kcal_mol=11.5
Cd -1.6748 -0.4023 1.5067 0.1 1.9 -0.4
N 0.8176 -0.4320 -0.6383 5.6 -1.5 -1.6
O 1.3833 -1.5223 -0.6449 -2.2 -1.9 1.4
O 1.5368 0.4106 -1.2285 -3.7 2.0 1.1
O -0.3020 -0.2597 -0.0099 0.7 0.8 -1.4
Br -1.7610 2.2057 1.0149 -0.5 -1.3 0.8



# 5
21
Properties=species:S:1:pos:R:3:forces:R:3 method="wB97M-V/def2-TZVPD" spin_multiplicity=1 e_homo_ev=-9.39 relative_energy_kcal_mol=110.8
C -0.0449 0.1661 -2.5364 0.4 -0.5 0.3
C 0.2279 1.0169 -1.3656 -3.4 0.9 0.3
C -1.5581 2.1648 0.1675 4.0 2.5 1.4
C 1.1565 1.7445 -0.8651 -0.8 2.2 2.4
N -1.3993 1.2596 -0.6246 1.5 -2.1 -2.2
H 0.8709 0.0114 -3.1089 0.0 -0.1 0.0
H -0.7919 0.6324 -3.1792 0.0 0.1 0.1
H -0.4422 -0.7917 -2.1983 0.0 -0.1 -0.2
H -2.3589 2.3860 0.8542 -0.5 0.0 -0.3
H -0.4542 2.8559 0.3759 -3.1 -0.8 0.1
H 2.2189 1.7690 -1.0103 0.1 0.0 -0.3
H 0.6674 2.5753 -0.0500 1.9 -2.0 -1.7
C -0.6132 -1.7033 0.6877 -0.3 -0.1 -0.1
C 0.3155 -1.0555 1.6290 0.3 -0.1 0.3
C 1.0160 -1.7003 2.5570 -0.1 0.1 -0.1
N -0.5839 -2.8898 0.2450 -0.1 -0.2 0.0
H 0.1865 -3.4363 0.6368 0.1 0.2 0.0
H -1.4232 -1.0709 0.3282 0.0 0.1 -0.1
H 0.3877 0.0219 1.5387 0.1 0.0 0.0
H 0.9110 -2.7666 2.7121 0.0 -0.1 -0.1
H 1.7113 -1.1895 3.2064 0.0 0.1 0.1